1.
Computed, not measured: a cluster of 7 separate species, C20H31Cl12O4P in total, with wB97M-V/def2-TZVPD.

Its HOMO-LUMO gap is 7.907 eV. The structure (SMILES) is O=CCC1=CC(=O)C=C([PH2]=O)C1=O.ClCCCl.ClCCCl.ClCCCl.ClCCCl.ClCCCl.ClCCCl. The HOMO energy comes out at -9.650 eV. The value obtained for the energy relative to the best compared isomer or geometry (same formula, charge and spin) is 778.9 kJ/mol. The charge is 0. The calculation puts the strongest force on any atom at 9.02 eV/A.

CARTESIAN COORDINATES (ANGSTROEM)
Cl 4.814 -6.015 3.915
H 5.962 -1.435 2.556
H -3.233 2.759 2.384
Cl 0.518 -2.186 3.034
Cl -8.594 0.448 -8.184
H -1.452 4.519 -0.553
H -7.189 1.854 -6.907
H 2.477 0.869 -0.289
Cl 4.703 -1.432 -2.154
H 4.747 -0.051 -0.261
C -3.818 2.381 -2.582
H 8.303 -5.119 3.051
H -6.314 0.498 -7.641
Cl 1.800 0.345 -2.471
H 4.567 0.892 -1.750
H -5.323 2.735 3.844
H 1.232 2.677 -1.400
H 1.857 -3.851 2.026
C 1.963 -3.221 2.914
C 6.343 -6.008 3.000
C -3.876 4.894 -0.915
H 8.346 -1.689 3.055
H -7.790 1.660 -1.955
H 6.757 -7.018 3.070
H -7.444 -1.087 -5.994
C -2.408 4.110 -1.088
H -6.487 0.677 -0.244
C 3.249 -2.410 2.875
C -5.146 2.615 -1.597
Cl 6.818 -3.320 3.283
C 7.339 -5.002 3.554
H 7.497 -5.140 4.628
H 3.308 -1.706 3.711
Cl 9.255 0.118 1.871
P -6.460 1.228 -1.605
O -3.990 6.241 -0.856
H -3.053 1.816 3.873
C -2.367 2.844 -1.896
H 4.112 -3.079 2.931
Cl -6.000 2.211 1.662
C 2.717 0.049 -0.972
Cl 3.414 -1.484 1.361
C 7.969 -0.695 2.799
O -3.910 1.889 -3.842
Cl -8.652 0.531 -4.768
H -1.364 0.797 -1.859
H 2.352 -0.882 -0.529
Cl -3.097 0.435 1.979
H 1.961 -3.870 3.795
Cl 5.901 0.758 1.730
C 4.217 0.003 -1.216
O -5.958 0.050 -2.542
C -7.221 0.776 -7.097
C -7.311 -0.018 -5.803
H -0.708 1.858 -3.273
C 6.679 -0.821 2.004
H 6.109 -5.808 1.950
H 7.818 -0.138 3.728
C -5.184 3.862 -0.769
H -6.392 0.112 -5.224
H 6.850 -1.289 1.030
C -5.083 1.916 3.161
H -5.448 0.984 3.604
C 0.163 2.310 -1.098
O -0.141 2.227 0.223
C -3.583 1.869 2.917
H -6.081 4.045 -0.040
C -1.040 1.911 -2.142



2.
Computed, not measured: a structure of composition C20H31ClN4V, with wB97M-V/def2-TZVPD.

Its HOMO-LUMO gap (spin up / spin down) is 5.286 / 6.571 eV. The HOMO energy (spin up / spin down) comes out at -14.739 / -14.759 eV. The value obtained for the energy relative to the best compared isomer or geometry (same formula, charge and spin) is 0.0 kJ/mol. The charge is +2. Its expectation value of S² is 1.21. The calculation puts the strongest force on any atom at 3.22 eV/A. Its spin multiplicity is 2.

CARTESIAN COORDINATES (ANGSTROEM)
H -3.319 1.014 0.664
C 2.090 1.469 0.512
Cl 2.635 -0.700 -3.886
C 0.369 2.342 1.757
C -3.671 -0.607 3.992
H 1.798 2.831 -1.222
C -1.825 0.316 5.175
H -0.214 3.853 0.231
C -2.336 -0.499 -0.639
H 0.088 0.726 3.690
H 3.921 0.748 -6.048
H 3.793 -2.989 -6.566
H 3.239 -3.341 -4.927
C -2.364 1.154 2.971
H -1.993 2.127 3.268
C 1.397 1.372 1.744
C 3.586 -0.227 -6.392
H 5.194 -2.069 -3.945
C -2.223 -1.102 2.136
N -0.946 -0.698 4.575
H 2.156 -2.548 -6.072
C -1.595 -0.362 -1.841
C -1.514 1.015 -2.148
H 5.473 -0.389 -4.405
C 3.714 -1.267 -5.299
C 0.431 3.043 0.528
H -1.258 1.244 5.414
C 5.127 -1.355 -4.763
C -1.696 -1.921 4.330
H 0.332 -0.933 2.916
H 1.627 0.686 2.542
N -2.910 0.616 4.241
H -0.313 2.537 2.567
H 2.558 -0.138 -6.732
H 4.204 -0.519 -7.242
H -3.168 -0.911 1.610
N -2.776 -1.616 3.405
V -0.240 0.734 -0.036
H -4.120 -0.984 4.939
H -2.586 -1.424 -0.145
H -3.249 1.515 2.461
C 3.188 -2.617 -5.737
C 1.489 2.499 -0.245
H -1.034 1.445 -3.010
H -1.032 -2.708 3.910
H -2.105 -2.323 5.286
C -0.394 -0.183 3.305
C -2.720 0.789 -0.203
H 2.927 0.864 0.211
H -4.531 -0.395 3.316
H -1.178 -1.163 -2.427
H -2.349 2.791 -1.097
C -2.217 1.723 -1.140
H 5.796 -1.685 -5.559
H -1.619 -1.912 1.667
N -1.397 0.171 2.220
H -2.238 -0.043 6.144



3.
Computed, not measured: a structure of composition C20H31N2O3, with wB97M-V/def2-TZVPD.

Its HOMO-LUMO gap is 9.488 eV. The HOMO energy comes out at -11.891 eV. The value obtained for the energy relative to the best compared isomer or geometry (same formula, charge and spin) is 1827.5 kJ/mol. The charge is +1. The calculation puts the strongest force on any atom at 18.80 eV/A.

CARTESIAN COORDINATES (ANGSTROEM)
C 6.450 0.580 -1.910
H 0.329 0.959 1.715
H -3.160 0.947 -2.105
O 3.740 0.983 2.428
H -3.958 0.137 0.879
H 0.549 -1.975 -1.189
C 0.594 -1.006 2.104
C 4.828 -0.607 -0.507
H 1.805 -2.455 0.062
C -3.956 3.022 -0.587
C 1.167 0.201 1.766
H -1.587 2.004 -0.190
C 3.582 0.600 1.220
H -3.660 -1.943 -0.829
C -3.393 2.830 0.818
H -0.360 -1.083 2.907
C -1.882 -2.830 -0.206
C -4.829 1.931 -1.053
H 1.621 0.516 3.138
H -5.601 1.880 -0.371
O -2.291 -0.852 -0.167
H 6.273 -1.564 -1.963
H 7.265 0.379 -2.459
H 0.756 0.552 -0.776
C -3.206 0.525 0.100
H 4.857 2.748 0.443
C -3.008 -1.857 -0.104
H -3.417 -2.137 0.848
H -4.513 -0.046 -1.500
C -0.719 -2.921 0.696
H -1.094 -3.115 1.801
O -1.204 -2.890 -1.477
C 4.589 0.488 0.115
H 2.478 -0.359 -1.266
C 1.019 -1.700 -0.217
H 6.684 2.535 -1.389
C -3.788 0.865 -1.338
C 5.167 1.614 -0.202
H -0.879 -0.882 0.703
C 1.706 -0.233 -0.402
H -2.052 1.363 1.638
N 2.309 0.301 0.881
H -0.034 -3.720 0.546
H -4.077 2.484 1.445
H 4.361 -1.535 -0.190
C -2.433 1.619 0.431
C 6.200 1.544 -1.178
C 5.665 -0.618 -1.371
H -1.920 -3.194 -2.206
H -3.232 3.616 -1.620
H -5.365 2.305 -1.943
H -2.341 -4.076 -0.094
H -2.643 3.734 1.019
N -0.085 -1.765 0.925
H 1.408 -1.993 2.530
H -4.714 4.094 -0.348



4.
Computed, not measured: the molecule C20H31N3O, with wB97M-V/def2-TZVPD.

Its HOMO-LUMO gap is 9.426 eV. The structure (SMILES) is CCCCCCCC(=O)NN=C1CCN(Cc2ccccc2)CC1. The HOMO energy comes out at -8.737 eV. The value obtained for the energy relative to the best compared isomer or geometry (same formula, charge and spin) is 119.4 kJ/mol. The charge is 0. The calculation puts the strongest force on any atom at 1.29 eV/A.

CARTESIAN COORDINATES (ANGSTROEM)
C -4.864 -2.101 -0.230
C 4.330 0.822 0.922
H -5.027 -0.450 -2.319
H -2.796 -1.060 -2.427
C 7.584 -1.869 -0.874
H 8.595 -2.254 -1.025
H -1.312 0.784 -3.038
H 4.622 -1.303 0.776
C -5.553 -0.167 0.995
O 2.491 2.803 1.722
H 0.288 2.890 0.710
H -0.369 -0.445 -2.165
H 6.806 -2.983 -2.552
H 2.900 0.874 -0.712
H -3.967 2.276 -0.292
C 6.553 -0.372 0.951
H -5.766 0.892 1.036
H 8.319 -1.550 1.127
C 2.109 1.998 0.902
C -1.160 0.298 -2.072
C 6.603 -2.861 -1.489
C 5.117 -0.391 0.434
H -2.309 -0.935 -0.718
H -2.999 1.035 0.541
H -6.079 -0.490 3.042
H -4.535 -2.561 -1.151
H 6.843 -2.503 1.051
H 5.119 -0.395 -0.657
H -2.049 2.909 -1.680
C -5.476 -2.305 2.081
C -5.113 -0.734 -0.195
H 5.577 -2.526 -1.373
C -2.475 -0.365 -1.649
C -0.772 1.332 -1.062
C 7.352 -1.636 0.626
C -5.044 -2.882 0.899
H 7.071 0.496 0.538
H 2.380 -0.086 0.662
H 7.521 -0.916 -1.403
C -4.850 0.127 -1.407
H 4.834 1.739 0.611
N -3.494 0.653 -1.491
H -4.848 -3.943 0.855
C -3.149 1.562 -0.418
H 4.293 0.828 2.013
C -1.866 2.322 -0.777
C -5.734 -0.945 2.125
H -1.616 3.007 0.035
H 6.530 -0.251 2.037
H -5.529 0.985 -1.408
C 2.905 0.828 0.379
N 0.384 1.244 -0.547
H -5.615 -2.913 2.962
H 6.701 -3.834 -1.011
N 0.851 2.108 0.375



5.
Computed, not measured: a structure of composition C20H31N3O2S, with wB97M-V/def2-TZVPD.

Its HOMO-LUMO gap is 9.677 eV. The HOMO energy comes out at -9.346 eV. The value obtained for the energy relative to the best compared isomer or geometry (same formula, charge and spin) is 34.4 kJ/mol. The charge is 0. The calculation puts the strongest force on any atom at 0.33 eV/A.

CARTESIAN COORDINATES (ANGSTROEM)
N 0.697 0.715 -0.326
C 3.521 -2.320 1.771
C -1.317 3.950 0.066
H 0.572 -5.924 2.233
H 2.779 -5.026 2.878
C 2.950 -1.094 2.441
H -1.648 1.902 0.592
C 0.865 -1.660 0.324
H 0.061 -2.226 2.197
C 2.163 -2.366 2.419
H -0.169 -4.155 0.636
H 3.599 -2.318 0.691
C -1.974 2.640 -2.561
C -4.157 3.490 -4.641
C 0.425 -0.233 0.615
C -2.037 0.497 -3.948
H -1.771 0.975 -1.467
H 0.143 -2.083 -0.385
O -0.169 0.063 1.641
C 0.906 -2.532 1.573
H 2.641 -0.272 1.809
H -4.915 3.485 -5.421
H 1.827 -1.668 -0.191
N -3.745 1.271 -5.538
H -0.238 -4.599 3.051
H 0.996 1.148 -2.337
H 3.375 -0.783 3.386
O -1.937 3.850 -2.695
H 2.456 0.588 -1.506
C 1.886 -4.652 3.389
H -1.611 3.714 2.209
H 1.784 -5.226 4.313
C 0.667 -4.869 2.495
H -1.279 -0.079 -3.438
H 1.172 -0.554 -1.936
C 2.078 -3.169 3.700
C -1.089 2.459 -0.164
N -1.548 1.956 -1.466
H 0.990 2.740 -0.648
C -3.457 2.170 -4.626
C 1.373 0.455 -1.585
H -4.625 3.690 -3.677
S -2.845 -0.083 -5.316
H 1.582 -4.341 0.612
H -1.345 5.378 1.687
C -2.472 1.761 -3.666
C -1.048 4.343 1.516
H 1.237 -2.802 4.299
H 0.007 4.263 1.780
C 0.738 -4.015 1.231
H 2.984 -3.017 4.293
H -2.348 4.191 -0.191
C 0.392 2.102 0.007
H 4.328 -2.845 2.266
H -0.696 4.534 -0.613
H -3.445 4.295 -4.816
H 0.689 2.284 1.039



6.
Computed, not measured: a cluster of 5 separate species, C20H31N3O4S2 in total, with wB97M-V/def2-TZVPD.

Its HOMO-LUMO gap is 8.673 eV. The structure (SMILES) is O=S1(=O)CCCC1.O=S1(=O)CCCC1.c1cc[nH]c1.c1cc[nH]c1.c1cc[nH]c1. The HOMO energy comes out at -8.329 eV. The value obtained for the energy relative to the best compared isomer or geometry (same formula, charge and spin) is 157.1 kJ/mol. The charge is 0. The calculation puts the strongest force on any atom at 2.53 eV/A.

CARTESIAN COORDINATES (ANGSTROEM)
C -2.329 -3.467 -3.179
C 1.490 1.925 3.476
N 3.707 4.832 -2.343
N -1.877 -4.655 -3.715
C -0.876 2.417 3.025
H 3.163 2.943 -1.634
C -4.021 -2.672 2.581
C -2.458 -3.579 0.621
H 1.183 0.702 -4.432
H -2.382 -5.514 -3.595
C -0.278 -3.178 -3.969
O -0.749 2.495 5.671
H -1.645 -4.132 1.103
H 0.523 1.387 1.656
S -0.805 1.486 4.634
H -1.354 3.379 3.179
H 4.926 6.472 -2.984
H 0.979 2.200 -0.421
H -2.872 -1.471 0.245
C -0.575 -4.510 -4.112
H -4.379 -2.931 3.582
C 0.812 0.819 4.295
O -5.084 -4.324 0.705
H -3.132 -0.838 2.435
H -1.999 -2.055 3.167
H 0.972 -1.248 -2.759
H 0.637 -2.694 -4.281
H -1.320 -1.770 0.747
C 0.952 1.554 -1.285
C 1.154 1.918 -2.654
C -2.743 -1.856 2.405
H -3.306 -3.483 -2.722
C 3.974 3.651 -1.659
O -1.797 0.431 4.649
N 0.868 -0.276 -2.529
H 0.017 -5.310 -4.519
C 0.481 2.228 2.357
C 1.036 0.757 -3.364
H -1.679 1.797 2.606
H -1.339 -1.444 -3.243
O -3.533 -5.315 2.387
H 1.146 2.909 -3.075
H 0.765 3.069 1.722
C 0.755 0.198 -1.222
H 0.674 -0.032 3.628
C 5.821 4.936 -1.689
H 0.750 -0.506 -0.410
H 2.475 1.651 3.112
H 2.831 5.111 -2.738
C 5.266 3.715 -1.197
H 1.531 2.758 4.185
C -1.386 -2.506 -3.412
S -3.921 -4.190 1.578
H -4.917 -2.125 2.270
C 4.854 5.544 -2.439
H 6.863 5.213 -1.695
C -2.343 -2.103 0.965
H -2.490 -3.960 -0.395
H 5.747 2.952 -0.610
H 1.234 0.697 5.294



7.
Computed, not measured: the molecule C20H31N5O4, with wB97M-V/def2-TZVPD.

Its HOMO-LUMO gap is 9.161 eV. The structure (SMILES) is CC(C)Cn1[nH]c(CC(=O)N2CC(CN(C)C(=O)CC(=O)NC3CC3)C2)cc1=O. The HOMO energy comes out at -8.636 eV. The value obtained for the energy relative to the best compared isomer or geometry (same formula, charge and spin) is 126.5 kJ/mol. The charge is 0. The calculation puts the strongest force on any atom at 0.02 eV/A.

CARTESIAN COORDINATES (ANGSTROEM)
O -3.575 -2.171 -0.506
C 4.776 -0.429 -1.348
H -1.642 -2.254 4.525
C 4.463 -0.454 -2.821
H -2.900 2.024 3.064
C -1.718 -1.916 2.408
C -0.785 -1.140 -1.903
H 1.775 -3.008 -0.480
H -1.347 3.623 -2.240
C 4.250 0.796 -2.025
C -0.199 0.941 2.542
H -1.052 -0.578 -1.004
C 0.217 1.983 -0.810
H -0.179 -1.521 3.830
C -0.919 2.190 1.989
C 0.781 2.358 -2.168
C -1.270 -1.542 3.789
N 2.913 1.196 -1.711
C 2.177 1.900 -2.592
H -3.688 -1.039 2.145
H 3.574 -0.982 -3.137
H -2.630 3.656 -1.045
H 4.935 1.615 -2.205
C -1.871 -0.182 4.115
C -2.803 -2.224 0.438
H 5.283 -0.470 -3.525
H -0.395 -3.420 1.963
H -0.200 0.082 1.874
H -0.393 -4.305 -0.520
H 0.228 -2.941 -2.452
N -1.188 0.883 3.635
N -0.858 -2.607 1.569
C -1.908 3.011 -1.541
N -1.591 -2.896 0.416
H -1.781 -3.695 -1.423
H 1.911 -1.512 -1.411
H 4.103 -0.956 -0.684
H 0.108 2.002 -2.950
O 2.563 2.202 -3.708
O 0.847 1.329 0.019
C -0.951 -3.401 -0.780
C -1.696 1.970 0.695
H 0.791 3.446 -2.267
H -1.705 -1.351 -2.449
H -0.297 3.079 1.914
C -0.043 -2.419 -1.528
H -1.676 2.949 3.963
H 0.814 1.122 2.899
H 1.043 -1.508 0.119
H 5.812 -0.430 -1.039
C -1.830 2.142 3.246
H -2.455 2.246 -2.100
N -1.036 2.421 -0.534
C -2.865 -1.622 1.767
C 1.246 -2.098 -0.775
H -1.974 0.912 0.610
H -2.628 2.535 0.752
H 2.508 1.040 -0.796
H -0.144 -0.504 -2.518
O -2.930 -0.073 4.705



8.
Computed, not measured: a structure of composition C20H32As2BF4N3O3PS2Tl, with wB97M-V/def2-TZVPD.

Its HOMO-LUMO gap is 6.808 eV. The HOMO energy comes out at -2.729 eV. The value obtained for the energy relative to the best compared isomer or geometry (same formula, charge and spin) is 0.0 kJ/mol. The charge is -2. The calculation puts the strongest force on any atom at 0.40 eV/A.

CARTESIAN COORDINATES (ANGSTROEM)
C 4.649 -0.760 -1.426
Tl 1.621 1.082 -1.298
H -1.700 -3.314 -0.710
O 3.753 -0.201 -0.752
C 1.242 -3.268 -0.964
O -2.786 3.387 -1.478
F 0.141 -0.923 -2.925
C -1.959 1.251 -2.274
H -0.156 3.444 -2.288
H -2.919 0.738 -2.168
As 0.295 -1.789 -0.093
H -0.784 0.487 1.939
H 1.579 -2.347 4.812
H 2.291 -3.229 -0.670
H 1.176 -3.147 -2.044
C 2.172 0.100 4.457
N 4.332 -1.403 -2.589
C 6.999 -1.444 -1.777
H -1.105 4.430 -3.394
H 3.104 -0.425 4.665
H -2.799 1.751 1.716
C -2.169 2.726 -2.596
H 5.064 -1.694 -3.214
H -4.523 3.519 2.161
S -1.664 6.037 -0.767
H -0.046 1.694 2.977
H -1.664 -1.815 -1.659
C -0.318 -3.903 1.863
C 0.520 -4.058 4.102
H 0.815 -4.223 -0.660
H -5.871 4.390 0.284
H -0.488 2.845 -3.930
H -1.394 0.758 -3.067
H -1.415 1.156 -1.332
H -0.695 0.195 3.693
C 1.058 -2.786 3.971
C -4.256 3.243 1.136
N 7.780 -1.980 -2.446
H -3.538 1.467 0.138
H -6.276 2.685 0.602
H 0.652 -4.612 5.025
H 3.422 -1.235 -2.989
H -5.230 3.121 -0.773
H -4.476 1.167 1.618
C 0.922 -2.060 2.789
C 0.263 -2.649 1.699
H 2.368 1.169 4.535
H 1.409 -0.179 5.184
H -0.640 -5.594 3.145
F 0.102 -0.611 -5.215
C 6.400 -0.222 0.229
C -1.531 -2.239 -0.664
H -2.924 2.806 -3.383
F 1.855 0.198 -3.941
C -5.493 3.367 0.256
H -0.860 -4.355 1.041
H -2.249 -1.781 0.017
B 0.924 -0.866 -4.122
O -3.324 4.251 0.739
N 6.750 0.243 1.229
P -2.044 4.180 -0.253
As 1.591 -0.217 2.600
C -0.194 -4.611 3.050
F 1.622 -2.071 -4.267
C -3.728 1.815 1.153
C -0.898 3.405 -3.087
C 6.014 -0.803 -1.000
S -0.594 3.083 0.556
C -0.176 0.622 2.833